No. 1
C26H34MoN4O6SeSi | ωB97M-V/def2-TZVPD

Geometry as XYZ:
```
73
Properties=species:S:1:pos:R:3:forces:R:3
H -3.462 1.436 -5.491 0.008 0.008 0.002
H 3.406 -7.525 0.585 -0.008 -0.005 0.000
C -3.046 -1.985 1.678 -0.008 0.009 -0.069
H -4.399 -1.077 0.232 0.001 -0.003 -0.007
C 1.774 -6.601 -0.456 0.036 0.001 0.022
C -3.650 -1.869 0.284 0.004 0.008 0.034
H 4.147 5.025 0.652 -0.013 0.024 0.019
O -0.159 -1.254 1.069 -0.063 0.134 -0.069
C 2.945 -6.590 0.296 -0.031 -0.010 -0.020
C 1.164 -2.946 -0.850 -0.269 -0.025 -0.238
C 2.946 -4.191 0.306 0.015 -0.012 0.023
C -1.733 -0.941 3.583 0.070 0.033 0.034
H -4.143 -2.802 0.016 -0.006 0.007 -0.004
H -0.792 4.200 3.649 0.005 0.002 0.016
H -2.973 -0.791 -4.535 -0.005 0.013 -0.007
H 0.354 2.901 4.012 0.007 -0.009 -0.001
H 0.987 3.552 -1.440 0.045 0.040 0.024
C 1.981 3.632 -1.884 -0.049 0.112 0.031
C -0.939 0.243 4.118 -0.036 -0.017 -0.043
H 1.326 -7.540 -0.749 0.001 -0.001 0.000
H 5.396 3.451 -1.804 -0.018 0.006 0.004
H -1.114 -1.840 3.561 -0.022 -0.015 -0.009
N 0.093 -2.880 -1.580 0.051 -0.048 0.014
C -0.949 2.316 -3.379 0.110 0.029 0.077
C 1.186 -5.410 -0.832 -0.020 0.040 -0.015
H 2.434 4.778 1.025 -0.001 -0.022 0.017
Se 2.338 1.100 0.374 0.229 0.181 0.216
N -1.091 0.521 0.359 -0.003 -0.010 0.039
O 1.734 -1.782 -0.491 0.063 -0.122 -0.047
O -1.799 2.565 -0.368 -0.027 -0.013 0.002
H -1.554 1.144 4.167 0.006 -0.003 0.012
C -2.688 1.317 -4.746 0.025 0.080 -0.002
H -3.831 -2.156 2.415 0.009 0.006 0.020
H 3.671 3.721 1.733 0.045 -0.014 -0.002
C 4.880 2.603 -1.340 0.105 -0.127 0.037
C -1.418 -0.064 -3.232 -0.019 0.050 -0.042
H -2.351 -2.824 1.730 0.007 -0.001 0.021
C -1.985 1.613 0.343 0.038 -0.010 -0.094
H -0.579 0.031 5.123 0.007 0.007 0.000
C 3.379 4.267 0.836 -0.053 0.085 0.079
H -0.612 3.570 1.435 -0.021 -0.012 -0.039
C 0.062 3.640 3.270 -0.024 -0.067 -0.047
C -1.944 2.433 -4.321 -0.070 -0.081 -0.047
C 1.774 -4.201 -0.450 0.140 0.065 0.074
H -2.162 3.405 -4.742 0.005 -0.001 0.006
H -0.070 0.461 3.489 0.009 0.010 0.017
H 0.280 -5.400 -1.422 -0.002 -0.024 -0.002
H 3.397 -3.252 0.600 -0.006 -0.005 -0.006
C -2.422 0.085 -4.216 0.040 -0.052 0.049
N -0.244 -1.572 -1.784 -0.065 -0.152 -0.084
O 0.297 0.928 -1.916 -0.142 -0.154 -0.013
Mo 0.682 -0.199 -0.478 -0.015 0.320 0.046
H -1.540 -2.230 -3.211 -0.001 0.009 -0.011
C -0.680 1.067 -2.828 -0.118 -0.063 -0.033
N -3.050 1.465 1.188 0.013 -0.013 0.066
H 2.035 3.009 -2.775 0.007 -0.016 -0.020
H -3.703 2.240 1.221 -0.010 0.004 -0.004
H 0.898 4.322 3.106 -0.004 0.018 0.021
O -4.183 0.524 2.898 0.001 -0.009 0.003
H 4.438 -5.391 1.260 -0.006 0.004 -0.001
Si 3.286 3.208 -0.662 -0.030 -0.116 -0.035
C -1.099 -1.349 -2.750 0.009 -0.116 0.060
H -2.889 -1.673 -0.478 0.008 -0.009 0.001
H -2.593 -1.149 4.217 -0.013 0.011 -0.004
H 2.134 4.675 -2.183 -0.012 -0.020 -0.028
C -2.283 -0.715 2.160 -0.029 -0.082 0.015
H -0.391 3.174 -3.038 -0.039 0.012 -0.056
H 5.529 2.211 -0.556 0.011 0.019 -0.013
H 4.748 1.837 -2.104 -0.015 0.013 -0.005
C -1.178 -0.470 1.215 -0.020 -0.076 -0.007
O -0.271 2.930 2.068 0.130 0.119 0.057
C 3.528 -5.390 0.676 0.033 0.002 0.015
C -3.255 0.461 2.146 0.001 0.053 -0.047
```
Positions in Å, forces in eV/Å.

Output
Net charge   +2
Orbital gap (spin up / spin down)   5.3 / 5.3 eV
E   -120827.4279 eV
HOMO (spin up / spin down)   -0.510 / -0.510 hartree
Energy relative to the best compared isomer or geometry (same formula, charge and spin)   0.606 eV

List of Mulliken charges in e, atom by atom: 0.45, 0.42, -1.24, 0.32, -0.70, -0.94, 0.42, -0.74, -0.39, 0.98, -0.36, -1.43, 0.52, 0.34, 0.46, 0.26, 0.06, -0.86, -1.07, 0.42, 0.39, 0.48, -1.19, -0.16, -0.35, 0.27, 0.12, 1.06, -0.80, -0.58, 0.33, -0.73, 0.49, 0.42, -1.01, 0.36, 0.51, -0.43, 0.54, -1.03, 0.22, -0.77, -0.73, 0.37, 0.46, 0.13, 0.45, 0.41, -1.02, 0.93, -0.56, -0.12, 0.46, 1.08, 0.18, 0.39, 0.33, 0.24, -0.54, 0.43, 0.26, -0.38, 0.00, 0.51, 0.57, 2.66, 0.42, 0.35, 0.36, 0.81, -0.27, -0.78, -0.41

=====

No. 2
C26H34N2O4 | ωB97M-V/def2-TZVPD

Geometry as XYZ:
```
66
Properties=species:S:1:pos:R:3:forces:R:3
C 1.846 -2.748 1.347 0.109 -0.293 0.238
H 4.097 4.591 1.284 0.003 0.079 0.037
C 4.686 2.538 1.458 0.013 -0.004 0.093
H -3.694 2.144 -2.702 0.067 0.046 -0.080
H 1.484 -3.224 2.260 0.105 0.074 -0.090
H 1.780 -2.124 -2.434 -0.031 0.002 -0.049
H 4.500 -1.461 0.570 -0.010 0.098 0.179
H -0.076 4.149 -0.287 0.057 -0.154 0.012
H -3.009 -2.090 1.160 -0.092 -0.092 0.039
H 0.059 -1.063 -0.947 0.141 -0.032 0.015
C -1.347 -0.792 1.011 -0.352 0.353 0.096
C 4.066 -0.200 -1.053 0.216 -0.529 0.028
C -5.280 -2.472 -0.606 0.050 0.322 0.266
C 1.521 -2.564 -1.470 -0.132 0.236 0.101
H 0.721 -3.297 -1.627 -0.056 0.094 -0.052
N 0.738 -2.006 0.778 0.188 -0.130 -0.086
H 2.640 -2.037 1.606 -0.026 -0.073 0.040
H 5.133 2.669 2.433 0.038 0.006 0.071
C -3.616 -0.104 0.568 0.064 0.224 -0.066
O -4.966 -0.312 0.502 0.336 0.412 -0.020
H 0.143 2.553 2.319 0.041 -0.058 0.094
H 3.120 2.074 -2.020 -0.028 -0.035 -0.093
H 0.585 2.505 -0.187 -0.094 0.075 -0.016
H -4.221 -2.619 -0.802 0.061 -0.060 -0.048
C 0.242 3.462 1.731 -0.234 -0.122 -0.328
H -5.751 -3.441 -0.467 -0.041 -0.129 -0.006
C 4.131 1.101 -0.399 -0.027 0.427 0.149
C -5.003 2.072 -0.992 -0.433 -0.047 -0.508
C -2.697 -1.087 0.921 0.082 -0.144 0.012
H -4.129 0.507 -2.197 0.020 -0.121 -0.050
H -5.405 3.080 -1.127 0.014 -0.132 0.003
H 1.607 -4.577 0.245 0.017 -0.010 0.128
H 4.709 -3.435 -0.865 0.016 0.046 -0.101
H 3.092 4.284 -0.952 -0.035 0.075 -0.047
C 4.699 1.293 0.861 -0.017 -0.039 -0.084
H 4.066 -2.549 -2.259 0.098 0.007 0.054
H 3.786 -0.168 -2.101 -0.051 -0.076 -0.127
O -3.961 2.253 -0.049 0.249 -0.320 0.443
C 4.106 3.619 0.814 -0.022 0.096 -0.031
C 2.372 -3.802 0.366 -0.086 0.103 0.130
C 3.562 2.203 -1.042 0.048 -0.197 0.022
H -5.789 1.426 -0.587 0.121 0.215 -0.067
H -5.727 -1.983 -1.468 -0.045 0.015 -0.081
H 0.154 0.719 0.898 0.129 0.070 -0.036
H -0.421 4.214 2.150 -0.042 0.084 0.064
C 0.987 -1.460 -0.535 0.041 0.062 -0.530
H -6.559 -1.457 0.805 0.159 -0.065 0.057
C -3.162 1.194 0.281 0.027 0.130 -0.044
C -0.895 0.502 0.779 0.008 -0.022 0.008
C -0.122 3.209 0.271 0.467 0.112 0.178
H 3.271 -4.267 0.774 -0.007 -0.044 0.022
O -0.613 -2.463 2.523 -0.196 -0.050 0.163
N 2.660 -3.286 -0.955 0.103 -0.156 -0.062
H -5.313 1.510 -3.046 -0.086 -0.027 -0.091
C -5.489 -1.617 0.642 -0.153 -0.453 -0.098
H 1.269 3.812 1.793 0.111 0.026 0.035
H 5.166 0.464 1.372 0.049 -0.087 0.048
C -0.396 -1.834 1.501 -0.054 -0.062 0.073
C -1.790 1.491 0.406 -0.245 0.034 -0.124
O -1.454 2.774 0.098 -0.395 -0.227 0.072
C 4.230 -1.389 -0.474 0.098 0.242 -0.286
H -5.077 -2.110 1.529 -0.067 0.088 -0.035
H 1.723 -0.650 -0.467 -0.228 -0.043 -0.039
C 3.544 3.446 -0.441 0.001 0.150 0.061
C -4.502 1.521 -2.322 0.003 0.147 0.424
C 3.970 -2.691 -1.178 -0.064 -0.116 -0.078
```
Positions in Å, forces in eV/Å.

Output
Structure (SMILES)   CCOc1cc(C(=O)N2CCN(C/C=C/c3ccccc3)CC2)cc(OCC)c1OCC
Orbital gap   8.5 eV
E   -38682.8067 eV
HOMO   -0.293 hartree
Energy relative to the best compared isomer or geometry (same formula, charge and spin)   2.785 eV

List of natural (NBO) charges in e, atom by atom: -0.25, 0.22, -0.20, 0.21, 0.25, 0.20, 0.19, 0.19, 0.23, 0.23, -0.11, -0.23, -0.64, -0.22, 0.20, -0.45, 0.18, 0.22, 0.27, -0.51, 0.21, 0.21, 0.17, 0.21, -0.64, 0.22, 0.01, -0.06, -0.28, 0.21, 0.18, 0.20, 0.20, 0.21, -0.21, 0.20, 0.20, -0.49, -0.22, -0.23, -0.23, 0.19, 0.21, 0.22, 0.22, -0.25, 0.19, 0.19, -0.33, -0.06, 0.20, -0.63, -0.44, 0.21, -0.06, 0.22, 0.21, 0.68, 0.35, -0.49, -0.18, 0.18, 0.20, -0.20, -0.64, -0.25

=====

No. 3
C26H34N4O3 | ωB97M-V/def2-TZVPD

Geometry as XYZ:
```
67
Properties=species:S:1:pos:R:3:forces:R:3
H -5.793 -0.737 -1.081 -0.049 -0.043 -0.047
H 5.788 2.879 -3.481 -0.048 -0.019 -0.055
H 3.892 1.174 -2.407 0.068 -0.003 -0.036
C 4.794 1.631 -1.986 0.010 -0.358 -0.360
C 4.852 3.352 -0.305 0.036 0.575 0.231
H 5.341 3.470 0.661 -0.078 0.019 -0.048
H -8.024 2.006 0.993 -0.084 -0.028 0.018
H -0.519 -2.408 1.817 -0.069 0.044 0.091
H -6.140 4.035 -0.288 0.016 0.085 -0.028
C -4.208 -1.758 -0.020 -0.362 -0.168 -0.187
C -2.228 -0.416 0.286 0.191 0.503 -0.225
C -2.739 0.539 -0.812 0.157 -0.109 0.243
H 3.901 3.898 -0.280 0.108 0.049 0.039
C 4.112 -0.313 1.911 -0.117 -0.595 0.403
C -6.135 2.012 -1.023 0.257 0.368 0.141
H 4.187 3.448 -2.990 -0.012 -0.003 -0.035
H -5.795 2.291 -2.021 0.018 -0.072 -0.024
N -2.760 -1.736 0.047 -0.148 0.078 0.104
C 3.723 -2.653 -0.072 -0.189 -0.173 0.026
O -2.593 -3.812 -0.822 0.058 -0.175 -0.187
C -4.705 -0.772 -1.091 0.049 -0.140 0.120
C 5.700 3.798 -1.491 -0.146 -0.067 0.030
C -2.056 -2.802 -0.401 0.015 -0.074 0.073
H -4.258 2.417 -0.089 -0.028 -0.012 0.007
H 2.168 -3.065 -2.264 0.063 -0.037 -0.102
N -4.173 0.564 -0.948 0.159 0.049 -0.079
H -4.603 -1.495 0.966 -0.017 0.000 -0.043
H -6.430 2.034 2.882 0.064 0.067 0.039
H -4.512 -2.774 -0.274 -0.010 0.127 0.085
C 0.070 -2.533 0.920 -0.121 -0.025 -0.187
C 5.107 2.980 -2.639 0.052 -0.021 0.049
C -6.830 3.190 -0.348 -0.278 -0.261 -0.003
C -6.095 2.329 1.885 -0.263 -0.226 0.010
H -2.371 1.548 -0.620 0.010 0.016 -0.036
H 4.176 -3.387 -0.744 -0.029 0.032 0.123
C 2.217 -2.717 -0.149 0.039 -0.080 0.048
H -7.690 3.503 -0.944 0.030 0.094 -0.018
C 4.217 -0.332 0.447 0.176 0.362 -0.330
C 0.200 -2.911 -1.447 -0.135 0.062 0.021
C 1.451 -2.533 0.996 0.055 -0.046 -0.015
H -2.322 0.196 -1.769 0.124 0.019 0.059
H 4.095 -1.093 -1.429 0.027 0.024 0.162
C -7.283 2.806 1.057 0.195 0.281 0.038
H -7.756 3.661 1.544 -0.087 -0.038 0.019
H 5.642 4.869 -1.666 0.038 0.041 0.018
H -2.563 -0.073 1.272 0.080 0.002 -0.025
H -4.385 -1.150 -2.071 -0.091 -0.100 0.041
C -4.925 1.553 -0.197 -0.323 -0.147 -0.149
H 6.743 3.523 -1.332 0.038 0.011 0.028
C -0.565 -2.709 -0.305 0.248 -0.194 0.034
C 4.302 1.187 1.848 -0.026 0.748 0.383
H 1.942 -2.390 1.947 0.086 0.010 0.115
O 4.345 2.121 2.616 0.016 -0.355 -0.203
H -0.296 -3.077 -2.392 -0.058 -0.051 -0.080
C -5.401 1.150 1.207 0.271 0.349 0.020
C 1.580 -2.905 -1.369 0.014 -0.002 0.095
C 4.408 1.053 0.383 -0.071 -0.322 -0.251
H -5.383 3.150 2.002 0.041 0.045 0.060
N 4.212 -1.338 -0.455 0.229 0.275 -0.170
H -4.552 0.833 1.817 -0.013 -0.113 -0.011
H -1.138 -0.439 0.274 -0.132 0.035 0.047
O 3.947 -1.155 2.767 0.052 0.213 -0.172
H -6.103 0.317 1.133 -0.009 -0.126 -0.003
H -6.845 1.190 -1.128 -0.056 -0.104 -0.041
H 4.054 -2.842 0.949 0.025 -0.063 -0.111
H 5.629 0.930 -2.102 -0.062 0.037 -0.040
N 4.605 1.950 -0.583 0.000 -0.271 0.282
```
Positions in Å, forces in eV/Å.

Output
Structure (SMILES)   O=C(c1ccc(CNc2c(N3CCCC3)c(=O)c2=O)cc1)N1CCN(C2CCCCC2)CC1
Orbital gap   8.0 eV
E   -39616.6232 eV
HOMO   -0.287 hartree
Energy relative to the best compared isomer or geometry (same formula, charge and spin)   3.295 eV

List of natural (NBO) charges in e, atom by atom: 0.21, 0.22, 0.20, -0.22, -0.21, 0.24, 0.19, 0.22, 0.19, -0.25, -0.24, -0.21, 0.19, 0.42, -0.40, 0.21, 0.22, -0.43, -0.24, -0.62, -0.23, -0.41, 0.65, 0.19, 0.21, -0.46, 0.19, 0.21, 0.25, -0.21, -0.41, -0.40, -0.40, 0.20, 0.21, -0.03, 0.21, 0.10, -0.19, -0.21, 0.19, 0.39, -0.40, 0.21, 0.22, 0.19, 0.20, -0.02, 0.21, -0.05, 0.43, 0.24, -0.56, 0.22, -0.42, -0.22, 0.13, 0.19, -0.57, 0.20, 0.23, -0.58, 0.19, 0.19, 0.24, 0.19, -0.39

=====

No. 4
C26H34N4O4S | ωB97M-V/def2-TZVPD

Geometry as XYZ:
```
69
Properties=species:S:1:pos:R:3:forces:R:3
H -4.044 -4.308 -0.205 0.089 -0.093 -0.023
O 0.298 -2.939 0.914 -0.108 -0.001 0.036
H -1.515 4.517 1.842 0.030 -0.042 -0.141
C -1.589 -4.886 -3.328 -0.031 0.017 0.208
S 3.928 -2.113 -2.321 0.478 0.134 -0.227
C 3.673 0.398 -0.029 -0.037 0.015 0.108
C -0.340 -4.358 -3.602 -0.091 -0.105 -0.152
C 0.678 -3.047 -0.234 -0.239 -0.175 0.006
H -1.627 3.760 3.433 0.002 -0.116 0.050
H -5.139 -7.055 -0.996 -0.024 -0.113 -0.004
C 2.214 3.855 0.149 -0.216 0.019 0.015
H 0.263 1.995 0.791 -0.082 0.053 0.026
H 1.259 7.257 2.794 0.055 -0.055 0.026
C -2.270 -4.282 -6.324 0.028 -0.257 0.339
H -1.714 -4.128 0.003 -0.092 -0.025 0.086
H -5.903 -5.507 -1.358 -0.101 0.041 -0.041
H -3.271 -5.874 0.163 -0.010 0.108 -0.072
C 2.433 -2.649 -1.884 0.228 -0.122 -0.531
C 1.378 0.187 0.632 0.039 -0.070 0.026
H 0.541 -0.436 0.912 -0.087 -0.066 0.032
H 0.178 6.154 0.855 0.070 0.093 -0.003
H 0.348 4.360 5.264 0.085 -0.061 0.009
H -2.033 -4.414 -7.376 0.033 0.008 -0.120
H 4.345 2.404 -0.389 0.057 0.067 -0.036
H -3.314 -3.993 -6.231 -0.087 0.039 -0.024
C 1.229 1.559 0.578 0.087 0.133 -0.024
H -5.753 -6.045 0.323 -0.066 -0.010 0.093
H 4.622 -0.052 -0.276 0.055 -0.063 -0.021
H -0.991 -5.921 -5.683 -0.105 -0.036 0.053
H 2.433 5.925 2.906 0.013 0.043 -0.014
C -5.270 -6.034 -0.649 0.411 0.181 -0.096
C -1.363 -4.211 -1.013 -0.182 -0.130 -0.197
H 1.921 6.319 0.540 -0.147 -0.001 0.047
N 1.303 4.407 0.984 -0.212 0.054 0.223
H -2.683 -6.370 -5.979 0.170 0.061 0.053
C -2.031 -5.590 -5.576 0.081 0.107 -0.525
C -2.110 -4.811 -2.001 0.132 0.100 0.059
H -0.991 6.703 2.900 0.012 0.018 0.086
C 2.602 -0.405 0.339 -0.015 0.008 0.013
C -1.762 4.690 2.886 0.025 0.325 0.172
C 1.341 6.224 5.710 -0.105 -0.241 -0.240
O -2.393 -5.509 -4.210 0.019 0.121 0.400
C -0.870 5.782 3.479 -0.199 -0.302 -0.140
C 2.306 2.366 0.224 0.158 -0.274 -0.109
H -2.807 4.984 2.951 -0.181 -0.040 -0.039
H 3.779 -2.201 0.258 -0.192 0.006 0.045
H -1.208 5.994 4.500 0.053 0.099 -0.038
H 0.885 3.859 1.722 0.127 -0.073 -0.041
H -1.657 -3.480 -5.921 0.046 0.092 -0.025
C 1.061 5.035 4.783 0.105 0.085 0.223
N 1.928 -2.557 -0.619 -0.002 -0.134 -0.140
H 1.695 5.865 6.672 0.054 0.021 0.130
H 2.056 -3.288 -3.758 0.035 0.075 0.242
H 2.373 -2.273 1.367 0.099 0.036 -0.203
C 1.176 5.831 1.172 0.134 0.189 0.067
O 2.896 4.516 -0.613 0.257 0.035 -0.122
C 2.739 -1.904 0.405 0.205 0.092 0.440
H 0.083 -4.404 -4.593 -0.027 -0.033 -0.151
C 0.408 -3.759 -2.588 -0.554 -0.078 0.740
O -3.336 -5.359 -1.839 -0.011 -0.058 -0.214
N 1.653 -3.236 -2.831 0.010 0.061 0.033
N 0.526 5.369 3.479 0.088 0.072 -0.030
H 1.990 4.479 4.627 -0.084 -0.053 0.067
H 0.439 6.811 5.872 -0.068 0.094 0.057
C -3.919 -5.344 -0.549 -0.223 -0.041 0.290
C 1.401 6.174 2.649 -0.093 -0.035 -0.301
H 2.101 6.874 5.282 0.085 0.098 0.000
C 3.523 1.771 -0.092 -0.083 0.177 0.048
C -0.099 -3.680 -1.293 0.101 -0.080 -0.503
```
Positions in Å, forces in eV/Å.

Output
Structure (SMILES)   CCOc1cc2[nH]c(=S)n(Cc3ccc(C(=O)NCCN(CC)CC)cc3)c(=O)c2cc1OCC
Orbital gap   8.4 eV
E   -52501.0010 eV
HOMO   -0.292 hartree
Energy relative to the best compared isomer or geometry (same formula, charge and spin)   1.834 eV

List of natural (NBO) charges in e, atom by atom: 0.17, -0.61, 0.20, 0.40, -0.21, -0.20, -0.39, 0.68, 0.21, 0.22, 0.66, 0.21, 0.18, -0.64, 0.25, 0.21, 0.17, 0.29, -0.17, 0.22, 0.18, 0.19, 0.22, 0.23, 0.22, -0.20, 0.21, 0.23, 0.17, 0.20, -0.62, -0.23, 0.24, -0.62, 0.20, -0.07, 0.23, 0.19, -0.04, -0.61, -0.64, -0.48, -0.22, -0.14, 0.21, 0.24, 0.19, 0.41, 0.21, -0.20, -0.44, 0.21, 0.43, 0.25, -0.23, -0.63, -0.25, 0.22, 0.28, -0.49, -0.57, -0.48, 0.19, 0.20, -0.06, -0.22, 0.20, -0.16, -0.24

=====

Among the records above, which one has the highest E? C26H34N2O4